No. 1
{
  "formula": "C4H5NO4",
  "method": "ωB97M-V with the def2-TZVPD basis set",
  "elements": ["O", "O", "O", "O", "N", "C", "C", "C", "C", "H", "H", "H", "H", "H"],
  "xyz": [[0.8819, 0.4004, -1.0743], [-1.1705, 0.3211, 1.6924], [-2.0035, -0.4140, -0.2446], [1.5242, -0.9343, 0.7284], [0.3865, -1.8695, -0.9934], [-0.1644, 2.5149, -0.4242], [0.0032, 1.2715, -0.4786], [0.6763, -0.7425, -0.3040], [-1.0688, 0.0798, 0.3493], [-0.7867, 3.2770, -0.0025], [2.1088, -0.1643, 0.7860], [0.4255, -2.7277, -0.4606], [-0.3666, 0.7684, 1.9930], [-0.4459, -1.7808, -1.5669]],
  "nbo_charge": [-0.509, -0.685, -0.604, -0.671, -0.783, -0.220, 0.093, 0.735, 0.604, 0.226, 0.505, 0.405, 0.481, 0.422],
  "max_force_ev_per_a": 0.83,
  "lumo_energy_ha": [-0.033, -0.031],
  "spin_multiplicity": 1,
  "e_above_lowest_ev": 5.3422,
  "e_tot_ha": -510.9652,
  "homo_lumo_gap_ev": [7.2, 7.6],
  "e_homo_ev": [-8.044, -8.431]
}



No. 2
{
  "formula": "C3H8IN2O",
  "method": "ωB97M-V with the def2-TZVPD basis set",
  "elements": ["I", "O", "N", "N", "C", "C", "C", "H", "H", "H", "H", "H", "H", "H", "H"],
  "xyz": [[-4.5254, -0.5803, -1.3124], [0.1974, 0.3684, -2.3947], [0.5241, -0.0788, -0.2038], [1.1129, -0.7786, 1.9313], [0.5339, -0.4313, -1.5908], [0.2645, 1.3230, 0.1354], [0.8744, -0.9579, 0.6393], [1.5011, -1.4821, 2.4986], [0.7211, 2.0078, -0.5796], [0.8433, -2.0068, 0.2590], [-3.8814, 0.8322, -0.9576], [-0.9256, 1.5293, 0.1402], [0.8530, -1.5215, -1.8823], [0.7770, 1.5301, 1.1686], [1.1298, 0.2466, 2.1487]],
  "nbo_charge": [-0.078, -0.441, -0.412, -0.697, 0.539, -0.438, 0.420, 0.449, 0.273, 0.238, 0.081, 0.273, 0.174, 0.200, 0.421],
  "max_force_ev_per_a": 4.65,
  "lumo_energy_ha": -0.161,
  "spin_multiplicity": 1,
  "e_above_lowest_ev": 0.7626,
  "charge": 1,
  "e_tot_ha": -601.2712,
  "homo_lumo_gap_ev": 8.2,
  "e_homo_ev": -12.558
}